{
  "formula": "C23H47F3NO5S3",
  "method": "the ωB97M-V functional and the def2-TZVPD basis",
  "symbols": ["C", "O", "C", "C", "C", "C", "C", "C", "C", "F", "C", "F", "F", "C", "C", "C", "C", "N", "O", "C", "C", "C", "C", "H", "H", "H", "H", "H", "H", "H", "H", "H", "H", "H", "H", "H", "H", "H", "H", "H", "H", "H", "H", "H", "H", "H", "H", "H", "H", "H", "H", "H", "C", "S", "O", "C", "H", "H", "H", "H", "H", "H", "C", "S", "O", "C", "H", "H", "H", "H", "H", "H", "C", "S", "O", "C", "H", "H", "H", "H", "H", "H"],
  "coordinates": [[1.214, 4.907, 1.239], [-0.237, 4.674, 1.470], [-0.569, 3.241, 1.279], [-0.742, 2.953, -0.324], [-0.950, 1.385, -0.742], [0.240, 0.365, -0.179], [-0.263, -0.140, 1.288], [0.889, -0.396, 2.411], [0.081, -0.588, 3.863], [-1.296, -1.163, 3.948], [0.841, -0.153, 5.087], [2.042, -0.987, 5.469], [0.483, 1.052, 5.878], [1.748, 0.975, -0.265], [2.907, -0.045, -0.810], [3.328, -1.250, 0.213], [4.279, 0.895, -0.993], [2.653, -0.662, -2.163], [3.328, -0.059, -3.157], [1.190, -0.861, -2.473], [1.086, -2.348, -3.233], [0.773, 0.246, -3.607], [0.195, -0.953, -1.179], [1.363, 5.966, 0.757], [1.848, 4.847, 2.248], [1.667, 4.079, 0.530], [0.335, 2.607, 1.670], [-1.558, 2.916, 1.814], [-1.709, 3.536, -0.707], [0.158, 3.433, -0.940], [-1.166, 1.267, -1.885], [-1.942, 1.021, -0.187], [-1.097, 0.550, 1.790], [-0.812, -1.187, 1.117], [1.416, -1.444, 2.230], [1.636, 0.486, 2.593], [2.152, 1.473, 0.724], [1.709, 1.864, -1.063], [2.393, -1.948, 0.344], [3.751, -0.821, 1.230], [4.166, -1.913, -0.316], [5.202, 0.287, -1.375], [4.551, 1.242, 0.116], [4.067, 1.890, -1.587], [1.247, -2.116, -4.389], [0.057, -2.880, -3.042], [2.020, -2.983, -2.904], [1.211, 0.051, -4.677], [-0.417, 0.239, -3.678], [1.073, 1.314, -3.175], [-0.931, -1.067, -1.557], [0.426, -1.962, -0.598], [-4.774, 1.135, 4.412], [-4.682, 1.942, 2.797], [-3.339, 1.623, 2.209], [-4.608, 3.634, 3.432], [-4.792, 0.053, 4.259], [-3.902, 1.400, 5.014], [-5.690, 1.441, 4.923], [-3.746, 3.748, 4.094], [-5.529, 3.862, 3.974], [-4.509, 4.320, 2.586], [-4.632, -0.344, -4.427], [-3.299, -1.023, -5.445], [-2.009, -0.444, -4.942], [-3.741, -0.134, -6.957], [-4.530, -0.739, -3.414], [-4.564, 0.746, -4.399], [-5.597, -0.649, -4.837], [-3.726, 0.944, -6.775], [-4.735, -0.445, -7.287], [-3.009, -0.380, -7.731], [3.382, -6.384, 1.426], [1.958, -5.295, 1.668], [1.847, -4.421, 0.453], [2.697, -4.302, 2.987], [3.156, -7.074, 0.610], [4.265, -5.794, 1.167], [3.566, -6.954, 2.340], [3.621, -3.839, 2.633], [2.903, -4.938, 3.851], [1.987, -3.522, 3.274]],
  "homo_lumo_gap_ev": [9.0, 7.1],
  "energy_ev": -76982.3806,
  "charge": 0,
  "spin_multiplicity": 2,
  "homo_energy_ev": [-8.585, -8.008]
}

***

{
  "formula": "C23H47N2O8",
  "method": "the ωB97M-V functional and the def2-TZVPD basis",
  "symbols": ["C", "N", "C", "C", "O", "C", "C", "C", "C", "O", "O", "C", "C", "C", "C", "N", "O", "C", "C", "C", "C", "H", "H", "H", "H", "H", "H", "H", "H", "H", "H", "H", "H", "H", "H", "H", "H", "H", "H", "H", "H", "H", "H", "H", "H", "H", "H", "H", "C", "O", "C", "C", "O", "C", "H", "H", "H", "H", "H", "H", "H", "H", "H", "H", "C", "O", "C", "C", "O", "C", "H", "H", "H", "H", "H", "H", "H", "H", "H", "H"],
  "coordinates": [[-5.587, 2.281, -4.107], [-4.305, 2.984, -4.081], [-3.191, 2.051, -4.209], [-4.242, 3.770, -2.847], [-4.387, 4.921, -2.925], [-4.073, 3.028, -1.522], [-2.882, 3.462, -0.639], [-2.772, 4.992, -0.439], [-1.945, 5.799, -1.419], [-2.390, 6.758, -1.881], [-0.637, 5.459, -1.713], [-3.216, 2.902, 0.789], [-3.350, 1.369, 0.886], [-2.939, 0.973, 2.345], [-4.803, 0.885, 0.780], [-2.480, 0.610, -0.036], [-3.081, -0.164, -0.860], [-1.311, 1.333, -0.553], [-0.118, 1.322, 0.467], [-0.780, 0.529, -1.783], [-1.555, 2.778, -1.060], [-6.358, 2.951, -4.483], [-5.557, 1.409, -4.755], [-5.909, 1.935, -3.115], [-3.235, 1.637, -5.215], [-3.309, 1.187, -3.542], [-2.221, 2.525, -4.110], [-4.973, 3.251, -0.947], [-4.099, 1.961, -1.723], [-3.764, 5.419, -0.397], [-2.337, 5.158, 0.549], [-0.635, 5.149, -2.630], [-2.526, 3.304, 1.527], [-4.196, 3.306, 1.047], [-2.119, 1.576, 2.720], [-3.801, 1.184, 2.973], [-2.709, -0.085, 2.386], [-5.391, 1.505, 1.454], [-4.862, -0.151, 1.093], [-5.215, 0.990, -0.216], [0.399, 0.370, 0.296], [0.606, 2.100, 0.257], [-0.445, 1.302, 1.502], [0.161, 1.005, -2.058], [-0.637, -0.517, -1.549], [-1.424, 0.661, -2.640], [-0.763, 3.388, -0.644], [-1.439, 2.850, -2.139], [1.320, -2.893, 0.629], [1.824, -1.893, -0.241], [3.237, -1.760, -0.151], [3.935, -2.446, -1.306], [3.768, -3.857, -1.254], [2.782, -4.332, -2.155], [0.287, -3.092, 0.345], [1.891, -3.821, 0.554], [1.336, -2.537, 1.665], [3.601, -2.144, 0.806], [3.463, -0.689, -0.192], [5.010, -2.248, -1.235], [3.582, -2.048, -2.262], [3.161, -4.302, -3.182], [1.859, -3.752, -2.088], [2.564, -5.367, -1.895], [7.488, -3.668, 4.775], [6.753, -4.877, 4.697], [5.386, -4.719, 5.046], [4.499, -4.665, 3.819], [4.742, -3.497, 3.049], [5.544, -3.744, 1.905], [8.450, -3.831, 4.291], [6.975, -2.848, 4.267], [7.664, -3.397, 5.821], [5.242, -3.827, 5.663], [5.103, -5.592, 5.644], [3.454, -4.625, 4.143], [4.629, -5.565, 3.211], [4.957, -4.265, 1.141], [6.432, -4.332, 2.149], [5.863, -2.782, 1.504]],
  "homo_lumo_gap_ev": [8.9, 9.4],
  "energy_ev": -43968.0029,
  "charge": 0,
  "spin_multiplicity": 2,
  "homo_energy_ev": [-8.354, -9.035]
}

***

{
  "formula": "C23H48IrNOP3Se",
  "method": "the ωB97M-V functional and the def2-TZVPD basis",
  "symbols": ["Ir", "P", "P", "P", "H", "C", "C", "H", "C", "C", "C", "C", "C", "C", "C", "C", "C", "H", "H", "H", "H", "H", "H", "H", "H", "H", "H", "H", "H", "H", "H", "H", "H", "H", "H", "H", "H", "H", "H", "H", "H", "H", "H", "H", "H", "H", "C", "C", "C", "C", "C", "C", "Se", "H", "H", "H", "H", "H", "H", "O", "C", "C", "C", "C", "C", "C", "N", "H", "H", "H", "H", "H", "H", "H", "H", "H", "H", "H"],
  "coordinates": [[-0.321, -0.015, -0.439], [-2.662, -0.102, -0.863], [0.149, -2.290, -0.653], [-0.035, 2.264, -0.698], [2.103, -0.858, -2.161], [2.146, 0.060, -1.566], [2.371, 0.073, -0.196], [2.617, -0.839, 0.367], [-3.228, -0.153, -2.597], [-3.413, -1.585, -0.075], [-3.524, 1.300, -0.096], [1.826, -3.026, -0.678], [-0.527, -3.199, 0.789], [-0.612, -3.037, -2.159], [1.591, 3.126, -0.727], [-0.743, 3.092, 0.787], [-0.861, 2.928, -2.184], [2.051, 0.960, -2.186], [2.459, 1.000, 0.393], [-4.324, -0.230, -2.650], [-2.797, -1.010, -3.127], [-2.912, 0.741, -3.146], [-4.499, -1.619, -0.281], [-3.267, -1.538, 1.019], [-2.965, -2.521, -0.446], [-4.614, 1.212, -0.261], [-3.182, 2.256, -0.525], [-3.330, 1.304, 0.992], [1.753, -4.078, -0.994], [2.264, -3.015, 0.327], [2.514, -2.523, -1.359], [-0.696, -4.256, 0.521], [-1.469, -2.777, 1.159], [0.204, -3.172, 1.612], [-0.136, -4.006, -2.341], [-0.432, -2.394, -3.029], [-1.690, -3.193, -2.052], [1.433, 4.180, -0.998], [2.293, 2.701, -1.447], [2.061, 3.108, 0.264], [-0.779, 4.182, 0.627], [-0.097, 2.899, 1.659], [-1.751, 2.738, 1.031], [-0.489, 3.942, -2.377], [-1.947, 2.973, -2.065], [-0.623, 2.301, -3.058], [1.266, 0.168, -5.948], [2.552, -0.127, -5.411], [3.688, -0.063, -6.212], [3.579, 0.223, -7.580], [2.304, 0.428, -8.151], [1.161, 0.373, -7.355], [-0.122, 0.365, -4.780], [-0.948, -0.799, -1.627], [2.633, -0.346, -4.348], [4.669, -0.242, -5.761], [4.475, 0.276, -8.203], [2.210, 0.628, -9.219], [0.181, 0.536, -7.794], [-0.847, 0.071, 1.725], [-0.397, -0.189, 2.891], [1.046, -0.530, 3.195], [1.720, 0.553, 4.037], [1.424, 0.430, 5.530], [-0.036, 0.645, 5.912], [-1.000, -0.376, 5.307], [-1.274, -0.121, 3.899], [1.060, -1.502, 3.726], [1.574, -0.671, 2.239], [2.804, 0.485, 3.880], [1.415, 1.545, 3.674], [1.743, -0.561, 5.878], [2.028, 1.172, 6.062], [-0.127, 0.571, 7.003], [-0.356, 1.659, 5.634], [-0.596, -1.391, 5.429], [-1.961, -0.320, 5.825], [-2.241, -0.002, 3.612]],
  "homo_lumo_gap_ev": [6.7, 5.2],
  "energy_ev": -124175.7328,
  "charge": 4,
  "spin_multiplicity": 6,
  "homo_energy_ev": [-17.986, -20.156],
  "de_lowest_kj_mol": 4.06
}